49
Properties=species:S:1:pos:R:3:forces:R:3 method="wB97M-V/def2-TZVPD" molar_mass_g_mol=370.22 de_lowest_kcal_mol=28.0 max_force_ev_per_a=2.6 lumo_energy_ev=-1.2 total_energy_ha=-1251.162567
H 0.621989 -2.756251 1.995626 0.1 -0.2 -0.4
H 4.196765 -5.192026 -0.384121 0.0 0.0 -0.1
H -2.177407 -3.905328 -0.425217 0.3 0.1 0.4
H 3.841220 -4.680189 -2.067469 0.2 -0.3 0.2
H -4.802835 0.207151 1.594984 0.1 -0.1 -0.1
H 2.484429 -4.380788 1.458656 -0.2 0.2 -0.4
C 0.341693 3.699699 0.852894 0.0 -0.2 -0.1
C 1.656679 4.085448 -1.543648 0.0 0.1 0.2
H 2.298927 -3.139604 -2.697103 0.2 0.1 0.4
B 0.085853 -0.000374 3.986286 0.5 -0.4 -0.2
C -3.922381 -1.214210 0.285637 1.5 -0.3 -1.4
C -3.817304 -2.612988 0.239410 -0.2 -0.1 0.3
H -0.136751 1.062271 1.511838 0.6 0.1 -0.1
F 0.002687 1.220504 4.508072 0.4 -0.7 -0.1
H 0.760720 -1.304370 -2.025326 0.0 -0.4 0.0
H 0.511799 5.841138 1.083344 0.0 -0.3 0.1
H -0.071600 3.576411 1.854473 -0.2 0.0 -0.3
H 2.243664 4.223661 -2.454021 -0.2 -0.2 0.1
H -5.922948 -0.929629 0.816461 0.0 0.2 -0.1
C 0.716454 4.979238 0.447519 0.2 -0.1 0.1
C 1.994312 -3.038141 -1.652148 0.0 -0.1 0.3
C 1.233530 2.797451 -1.172645 -0.3 -0.2 0.5
C -0.677856 -1.130280 -0.014167 0.2 -0.6 1.5
C -0.504083 0.264020 -0.355205 0.8 1.9 0.1
C 1.637939 6.642955 -1.200135 0.2 0.1 0.0
C -1.856529 -1.618047 -0.561178 -2.1 -1.5 0.3
C -5.008660 -0.351049 0.672454 -0.8 0.7 0.3
C 2.041996 -3.763975 0.664602 -0.2 -0.2 -0.4
O -2.852651 -0.609803 -0.229910 -1.5 -1.1 1.1
C 1.076576 -2.065340 -1.310356 -0.3 -0.3 0.1
H -0.821726 0.475961 -1.384689 0.5 0.4 0.1
H 0.705146 7.218550 -1.306686 0.2 -0.3 0.0
C 1.374204 5.218657 -0.762944 -0.6 -0.7 -0.2
H 1.514597 1.936857 -1.785615 -0.2 0.3 0.1
C 0.493390 2.559928 0.021638 0.4 1.7 -0.3
C -0.044754 1.267866 0.444048 -0.2 -1.4 -0.6
H -4.635383 -3.308922 0.435764 0.4 0.3 0.2
C 2.468560 -3.920390 -0.673554 -0.2 0.5 0.5
H -5.099274 0.379291 -0.137554 -0.4 0.0 0.2
H 2.160363 6.698285 -2.160204 0.0 -0.1 0.1
H -0.826032 -0.474921 3.393492 -0.1 0.1 0.1
C -2.545712 -2.927995 -0.146221 0.8 1.5 -0.7
C 3.408725 -4.996459 -1.114298 0.0 0.0 0.0
H 2.839717 -5.917409 -1.275473 0.2 0.0 0.0
C 0.450656 -2.075914 -0.049974 1.5 0.2 0.2
F 1.205678 -0.734729 4.082013 -0.7 0.9 0.2
H 2.243469 7.179952 -0.458916 -0.1 -0.1 -0.1
F -1.886786 -1.605120 -1.975650 -0.2 -0.1 -1.4
C 0.998949 -2.881062 0.975221 -0.3 0.5 -0.7

16
Properties=species:S:1:pos:R:3:forces:R:3 method="wB97M-V/def2-TZVPD" molar_mass_g_mol=129.12 de_lowest_kcal_mol=70.2 max_force_ev_per_a=1.9 lumo_energy_ev=0.5 total_energy_ha=-471.291117 smiles="NN=C=O.N=C=O.C=C"
C 0.105925 -1.806946 1.333657 0.0 0.0 -0.2
C 1.281264 -0.356483 -1.486628 0.6 0.1 0.2
H -1.605970 0.489544 -2.193138 0.0 -0.1 -0.2
H -2.602596 -0.650723 -0.266954 0.0 0.0 -0.1
H 0.936034 -0.878822 2.921899 0.0 -0.3 0.1
H 2.488823 1.616295 0.603278 -0.6 -0.2 -0.2
H 0.965256 1.005922 0.919438 0.5 0.0 -0.3
N 0.565553 -0.923227 1.995443 0.4 1.0 0.7
H -1.883143 0.610655 0.856222 0.0 0.1 0.0
H -0.872103 1.752401 -1.083884 0.1 0.1 0.1
N 1.850596 0.354780 -0.724838 0.7 0.7 0.9
O 1.023132 -1.171568 -2.265360 -1.0 -1.1 -1.2
O -0.355338 -2.516584 0.553792 -0.4 -0.9 -0.5
C -1.472374 0.861932 -1.189878 0.1 0.1 -0.3
N 1.588816 1.362029 0.183649 -0.2 0.5 0.5
C -2.013875 0.250797 -0.156699 -0.1 -0.2 0.4

44
Properties=species:S:1:pos:R:3:forces:R:3 method="wB97M-V/def2-TZVPD" molar_mass_g_mol=319.36 de_lowest_kcal_mol=72.6 max_force_ev_per_a=0.7 lumo_energy_ev=0.6 total_energy_ha=-1087.494163 smiles="COc1cc(C(=O)NCCCn2ccnc2)cc(OC)c1OC"
H 2.278016 -1.051672 0.844129 0.2 0.1 0.0
H 0.058403 -3.984395 -2.258073 0.0 0.0 0.1
C 1.381584 1.978737 0.015628 0.0 0.1 0.2
H -2.351964 -1.389277 -3.529509 0.1 -0.1 -0.1
C 1.420865 -1.612300 0.530374 0.1 -0.1 -0.2
C 1.242873 -2.354275 -0.602043 0.3 0.0 0.0
N -0.792223 -0.749497 -2.352716 0.2 0.1 -0.2
O 1.716118 2.970381 2.092467 -0.3 0.0 -0.4
H -1.531270 -2.651410 0.968184 -0.3 -0.1 0.0
O -0.965010 2.266599 2.812924 0.4 0.1 -0.3
C -1.862577 -2.983425 -2.181782 0.3 0.1 -0.1
H 2.763253 2.547519 -2.261661 0.0 0.0 0.0
H 1.035257 1.066698 -1.887363 0.1 0.0 -0.1
C 3.281757 2.095720 -1.408961 0.1 0.0 -0.2
H 1.898227 -2.576652 -1.420996 0.1 -0.1 -0.2
C -0.457625 1.905046 1.594236 0.1 0.0 -0.1
H -3.021835 2.139588 2.551104 0.0 0.0 0.0
H -2.404230 -3.712099 -2.786203 -0.1 0.0 0.0
H -1.047873 -4.599313 -1.014627 0.1 0.1 -0.1
H 3.350912 1.011998 -1.558591 0.0 0.0 0.0
H -2.227839 0.660767 3.167794 0.0 0.0 0.0
O -2.706713 -0.023802 -1.402882 -0.3 -0.1 0.1
C -1.448400 -1.810849 -3.081095 -0.4 -0.1 0.1
H 1.408389 1.925722 3.860633 0.0 0.0 0.0
C 0.632535 1.274145 -0.909311 0.0 0.0 0.0
C -0.541817 -2.409240 0.635790 -0.1 -0.1 0.0
C -0.654929 0.861680 -0.579445 0.1 0.4 0.5
C 0.858238 2.284776 1.289581 0.2 0.0 0.0
H -2.198798 0.872537 0.856989 -0.1 0.0 0.1
H -2.541264 -2.598999 -1.419478 -0.1 -0.1 0.0
O 2.658664 2.411880 -0.191477 -0.3 0.0 0.3
C 1.552810 2.944355 3.493316 0.0 0.1 0.5
H 0.715312 3.565928 3.816669 0.1 -0.1 0.0
C -1.191181 1.193974 0.654488 0.0 0.0 -0.2
C -1.491666 0.016601 -1.466713 0.3 -0.1 -0.3
H 0.201144 -0.833716 -2.207829 -0.1 0.1 0.1
H -2.379025 2.099219 4.210904 0.0 -0.1 -0.1
H -0.778784 -2.149659 -3.875174 0.0 0.0 0.0
H 2.482855 3.347628 3.894594 -0.1 -0.1 0.0
N -0.023036 -2.867949 -0.526817 0.3 0.1 0.3
N 0.298296 -1.657852 1.291740 -0.1 0.2 0.6
C -2.220882 1.754362 3.189689 -0.2 -0.1 0.1
C -0.682208 -3.691650 -1.507998 -0.6 -0.3 -0.3
H 4.285640 2.512174 -1.340486 -0.1 0.0 -0.1

46
Properties=species:S:1:pos:R:3:forces:R:3 method="wB97M-V/def2-TZVPD" molar_mass_g_mol=293.39 de_lowest_kcal_mol=410.0 max_force_ev_per_a=19.8 lumo_energy_ev=-2.8 total_charge=+1 total_energy_ha=-959.076087
C -2.123794 1.810658 -2.671901 -6.0 1.3 -8.7
H -3.211951 1.634755 -3.198501 2.3 0.4 2.4
C 1.280776 -2.744523 0.574771 -2.9 6.4 1.0
H 1.190918 1.035834 2.407892 2.8 0.7 -2.0
C -2.315517 -2.162960 1.834078 -0.3 -5.8 -1.0
O -0.465824 0.300124 0.722617 -5.6 -4.2 5.3
H -2.448121 -3.318253 2.160381 -0.3 2.8 -0.1
H 1.750681 -2.809265 3.280589 2.0 -1.9 0.3
H 3.545831 1.806899 2.475281 5.8 -2.7 12.1
N 1.415993 -1.371484 1.820232 3.1 2.2 -13.3
C 3.194587 2.036369 1.705915 -2.9 3.1 -13.7
N -0.852423 -1.988475 1.931644 -1.4 -4.2 -3.8
H 3.125728 -0.698098 0.577555 -1.3 -0.4 0.1
H -0.702590 -3.060157 3.627269 2.2 2.6 -0.5
H -0.654670 -1.205861 3.752103 0.8 -0.3 -0.1
O -1.508710 2.806478 -5.067119 -4.9 -1.0 2.9
H 2.166069 -3.212505 0.850754 1.0 -1.8 0.3
C 0.072108 0.945739 -0.024458 7.9 3.3 -2.4
C 2.163542 1.094855 1.450891 -7.0 -6.3 3.4
H 1.746867 2.273466 -2.070838 -3.7 -0.3 -0.7
H -2.769992 -2.252356 0.763194 1.5 0.9 1.7
C -0.139029 2.375837 -3.390324 19.4 3.9 -1.0
H -3.400916 1.692277 -5.566747 0.3 0.2 0.9
C 2.488441 -0.527477 1.480065 5.9 3.5 1.7
C 0.542466 2.115159 -2.273071 1.6 -3.5 5.6
H 1.457221 -0.927068 3.877723 0.7 -3.0 -2.4
O 1.437179 1.293327 0.311224 -1.1 1.9 -3.6
H 2.689200 3.011204 1.638141 1.1 0.0 0.0
C -0.282322 1.325386 -1.336044 1.8 2.7 -2.6
H -2.299055 0.619468 -0.894925 1.3 0.9 -1.9
H -0.759342 -1.139647 1.546833 1.4 4.2 -2.2
H -0.274782 -3.940938 1.689693 -0.7 0.4 -2.6
H -0.701139 -2.908635 0.029180 -3.1 -0.4 -3.9
H 3.997398 1.763466 0.839431 -1.5 1.5 1.8
C 1.328515 -1.947527 2.894118 -3.0 1.4 13.4
H -2.827383 -1.486426 2.425780 -1.0 1.2 1.2
H -3.227699 3.130221 -6.503828 0.5 -0.3 3.0
C -0.266838 -3.098635 0.888221 5.4 0.4 7.5
C -1.620416 1.139284 -1.704964 -0.1 -2.4 6.5
C -3.122038 2.739907 -5.359923 5.6 -2.5 -7.3
C -0.144970 -1.996877 3.163692 -5.3 -4.2 3.5
H 1.375248 -2.071500 -0.356452 -0.1 -1.6 1.3
H 3.497280 -0.511243 2.279409 -2.9 -0.6 -1.5
H -3.717989 3.218621 -4.750230 -2.5 2.7 3.5
C -1.274628 2.375436 -3.688019 -14.6 -0.2 -4.8
H 0.646092 2.835140 -4.141334 -1.9 -0.8 0.8